{"formula": "C3H3ClN2OS", "method": "wB97M-V/def2-TZVPD", "largest_force_ev_per_a": 7.10, "energy_ev": -31540.05975, "elements": ["Cl", "S", "O", "N", "N", "C", "C", "C", "H", "H", "H"], "positions_angstrom": [[-2.250793, -0.189588, 0.272269], [-0.012739, 1.884760, -0.281482], [1.352699, -1.588359, -0.071825], [0.287463, 0.257069, -0.213419], [2.702174, 0.356486, 0.520680], [1.570572, -0.195860, 0.024707], [-0.663502, -0.881450, -0.373371], [0.019080, -2.016878, -0.196930], [2.458260, 1.306208, 0.553425], [-0.138237, -2.986850, -0.154715], [-1.158673, 1.724600, 1.173768]], "forces_ev_per_a": [[1.11, -2.15, -1.39], [-2.89, 0.00, 3.13], [1.53, -0.84, -0.11], [0.08, -0.84, -1.03], [-3.99, -3.96, -2.52], [1.37, -1.02, 2.51], [-1.00, 3.38, 2.27], [2.18, 6.75, -0.30], [-0.06, 2.04, 0.15], [-0.88, -4.24, 0.22], [2.53, 0.89, -2.91]]}

=====

{"formula": "C29H24BCl4F6MnN8O6Te", "method": "wB97M-V/def2-TZVPD", "s2": 6.20, "largest_force_ev_per_a": 0.81, "total_charge": -2, "energy_ev": -160359.97365, "multiplicity": 5, "elements": ["Te", "Mn", "Cl", "Cl", "Cl", "Cl", "F", "F", "F", "F", "F", "F", "O", "O", "O", "O", "O", "O", "N", "N", "N", "N", "N", "N", "N", "N", "C", "C", "C", "C", "C", "C", "C", "C", "C", "C", "C", "C", "C", "C", "C", "C", "C", "C", "C", "C", "C", "C", "C", "C", "C", "C", "C", "C", "C", "B", "H", "H", "H", "H", "H", "H", "H", "H", "H", "H", "H", "H", "H", "H", "H", "H", "H", "H", "H", "H", "H", "H", "H", "H"], "positions_angstrom": [[-2.505032, 3.591666, 0.245024], [-0.939418, 0.474169, 0.035513], [0.421909, -2.928313, -5.136149], [-0.771238, -5.448967, -4.386193], [7.006873, 1.220621, -1.324192], [-2.444130, -3.127815, -4.765811], [1.630477, 2.030998, -5.327361], [-4.058909, 2.998762, 1.317384], [-3.688788, 3.633878, -1.250216], [-3.184599, 5.383492, 0.493846], [-1.246070, 4.166774, 1.771725], [-1.201960, 4.297943, -0.985709], [-0.754624, -1.999887, -2.503984], [2.263572, 3.599827, 1.156347], [1.190351, 0.652044, 2.581289], [-2.181892, 1.706029, -0.339719], [-0.567634, -4.146525, -1.804439], [0.185909, 1.744391, 0.870981], [0.023116, -2.254151, 1.001953], [-1.664682, -1.194476, 2.514719], [-0.926322, -4.585177, 2.629251], [-1.802532, -3.658017, 2.190475], [-2.367107, -0.900708, -0.316130], [-2.323620, -2.117132, 0.266250], [0.351531, -1.113713, 0.350327], [-1.706660, 0.073214, 2.074208], [-3.010435, -5.142729, 3.290094], [0.965265, 1.636641, 1.903124], [-0.782803, 0.891598, -2.882174], [-0.029506, 0.981972, -1.723751], [-3.167816, -2.938320, -0.372066], [1.570740, -1.296300, -0.145010], [1.078598, 1.686857, -4.128995], [-1.946477, -1.231688, 3.829470], [1.027806, -3.133876, 0.916890], [1.597517, 2.990450, 2.255534], [3.351357, 2.986896, 0.641537], [1.839699, 1.811589, -2.989479], [3.930054, 1.837269, 1.167830], [5.586454, 1.897142, -0.555626], [1.265625, 1.461622, -1.769823], [3.873729, 3.587643, -0.516536], [-3.060159, -3.964701, 2.585449], [-0.224582, 1.238953, -4.103913], [-1.644729, -5.481244, 3.281758], [-3.799733, -2.231304, -1.374183], [-3.254817, -0.951961, -1.297554], [5.057247, 1.290444, 0.561822], [2.052020, -2.553764, 0.199945], [-2.021481, 0.842962, 3.100548], [3.189937, 4.791499, -1.097396], [-2.183697, 0.060010, 4.251566], [-0.698209, -3.226271, -2.610828], [-0.856784, -3.686196, -4.152465], [4.999479, 3.032549, -1.097753], [-1.415378, -2.344610, 1.507460], [-1.956091, -2.165398, 4.366641], [-3.831906, -5.674073, 3.738656], [2.040980, -0.532074, -0.733670], [-1.798467, 0.536241, -2.856654], [2.854479, 2.184325, -3.045409], [3.453632, 5.695423, -0.542546], [2.106784, 4.683411, -1.038371], [-2.437765, 0.389089, 5.243786], [-2.116579, 1.910144, 2.968253], [1.841187, 1.597264, -0.867158], [-4.522131, -2.599851, -2.079650], [2.995889, -2.993111, -0.068383], [-1.156152, -6.338096, 3.718960], [-0.788547, 1.161338, -5.023687], [2.272212, 2.860184, 3.104968], [0.925169, -4.105622, 1.361000], [3.476463, 4.928644, -2.140122], [0.785083, 3.674855, 2.493198], [5.504187, 0.389043, 0.958009], [-3.887748, -3.318004, 2.344566], [-3.448930, -0.070700, -1.883269], [-3.250449, -3.971528, -0.084092], [3.497526, 1.342206, 2.025869], [5.413737, 3.474231, -1.995758]], "forces_ev_per_a": [[-0.20, 0.17, -0.29], [-0.17, 0.44, 0.66], [-0.01, 0.00, 0.01], [0.00, 0.01, 0.01], [-0.01, 0.00, 0.01], [0.01, -0.01, 0.01], [0.00, 0.00, 0.02], [0.10, 0.04, 0.09], [-0.05, -0.07, 0.02], [0.04, 0.05, -0.03], [-0.11, -0.24, 0.12], [0.07, 0.03, 0.01], [0.08, -0.12, 0.03], [0.00, 0.05, 0.07], [-0.04, 0.02, 0.03], [0.14, 0.09, 0.17], [-0.02, -0.03, 0.04], [0.23, -0.09, -0.17], [0.02, 0.02, 0.08], [-0.23, -0.01, -0.05], [0.00, 0.01, 0.01], [0.00, 0.01, -0.01], [0.10, -0.15, -0.44], [-0.08, 0.08, 0.09], [0.20, -0.05, -0.32], [0.19, -0.06, -0.06], [0.00, 0.01, 0.00], [-0.08, 0.06, 0.05], [0.15, -0.04, -0.06], [-0.25, -0.21, 0.07], [0.01, -0.03, 0.01], [-0.01, 0.03, 0.10], [0.01, 0.01, -0.04], [0.02, 0.03, 0.02], [-0.01, -0.02, -0.01], [-0.04, -0.04, -0.07], [0.01, 0.00, -0.01], [0.01, 0.00, 0.03], [0.01, 0.02, 0.00], [0.01, 0.00, -0.02], [-0.03, 0.13, -0.08], [0.01, 0.01, 0.02], [-0.02, -0.02, 0.00], [-0.03, 0.00, 0.01], [0.00, -0.01, 0.01], [-0.04, 0.02, 0.01], [-0.05, 0.01, 0.06], [0.00, -0.01, 0.00], [0.01, 0.00, -0.01], [0.03, 0.05, 0.01], [-0.01, -0.02, -0.02], [0.00, -0.02, -0.02], [-0.06, -0.02, -0.05], [0.01, 0.00, -0.03], [-0.02, -0.02, -0.02], [0.05, -0.07, -0.08], [-0.01, -0.01, -0.01], [0.00, 0.00, 0.00], [0.02, 0.01, -0.01], [0.01, -0.01, -0.04], [0.00, 0.00, 0.00], [-0.03, 0.00, 0.02], [0.00, -0.02, -0.03], [0.00, 0.01, 0.00], [0.03, 0.00, 0.01], [0.00, -0.01, 0.01], [0.01, 0.00, -0.01], [0.00, 0.00, -0.01], [0.00, 0.00, 0.00], [0.00, -0.01, 0.00], [0.03, 0.00, -0.04], [0.00, 0.00, 0.00], [0.02, 0.02, 0.01], [-0.01, -0.02, 0.06], [0.00, 0.00, 0.00], [0.00, 0.00, 0.00], [-0.05, 0.01, 0.02], [0.01, 0.00, 0.00], [0.00, -0.01, 0.00], [0.00, 0.00, 0.00]]}

=====

{"formula": "C12H33I2N5O2SiSn", "method": "wB97M-V/def2-TZVPD", "largest_force_ev_per_a": 0.96, "total_charge": 2, "energy_ev": -54422.89177, "elements": ["I", "I", "Sn", "Si", "O", "O", "N", "N", "N", "N", "N", "C", "C", "C", "C", "C", "C", "C", "C", "C", "C", "C", "C", "H", "H", "H", "H", "H", "H", "H", "H", "H", "H", "H", "H", "H", "H", "H", "H", "H", "H", "H", "H", "H", "H", "H", "H", "H", "H", "H", "H", "H", "H", "H", "H", "H"], "positions_angstrom": [[1.130805, 3.428490, -2.190120], [0.623460, 2.373268, -4.578594], [0.472502, 0.239347, -0.613801], [-2.478084, -1.991661, -0.710398], [1.765898, -0.090906, -2.754240], [2.623818, -1.294144, -4.362418], [-1.231025, 1.838531, 0.624812], [0.455396, -0.136988, 2.160311], [2.494105, 3.724716, 1.794800], [1.780385, -2.151426, -0.982993], [2.235309, -2.248849, -2.307036], [-1.348300, -3.446263, -0.193995], [0.309152, 0.886443, 3.202777], [-1.145685, 2.561823, 1.897303], [1.471414, 1.890777, 3.145161], [2.184886, -1.176307, -3.130329], [-3.230639, -1.288151, 0.900805], [0.044799, 3.530530, 1.881430], [1.353919, 2.758762, 1.901064], [-1.029343, 1.613366, 3.090491], [-1.364419, -0.660658, -1.570812], [3.221648, -2.494355, -4.839408], [-3.826672, -2.547775, -1.927581], [2.478048, 4.391150, 2.577558], [-3.396390, -2.941677, -2.843681], [3.396474, 3.236184, 1.797778], [2.555484, -2.312012, -0.339419], [-0.616861, -3.145006, 0.553944], [-2.059137, 3.157347, 2.046316], [-0.331454, -0.773062, 2.228694], [2.404672, 4.244921, 0.910876], [2.415244, 1.341161, 3.151038], [1.071823, -2.864821, -0.809809], [-0.035900, 4.167508, 2.763048], [-3.876391, -0.433749, 0.721627], [1.418345, 2.499202, 4.049102], [-2.001120, 0.195585, -1.818923], [-0.827014, -3.875657, -1.043889], [-4.475899, -1.722694, -2.203505], [3.526178, -2.286423, -5.862512], [-1.832401, 0.878303, 3.054928], [-1.942743, -4.242356, 0.238530], [2.506882, -3.318702, -4.843808], [-0.005479, 4.150003, 0.982279], [1.397047, 2.122467, 1.010889], [-3.842635, -2.046955, 1.378744], [-1.541292, 2.498443, -0.082838], [-2.467721, -0.995976, 1.619327], [-1.050575, -1.085324, -2.528840], [-4.461318, -3.325160, -1.514928], [1.275520, -0.692552, 2.382835], [-1.167593, 2.199808, 3.997930], [0.340877, 0.406845, 4.191200], [2.509892, -3.158535, -2.652964], [-1.984227, 1.158548, 0.703327], [4.106336, -2.745384, -4.252085]], "forces_ev_per_a": [[-0.12, 0.07, -0.23], [-0.04, 0.21, 0.02], [0.15, -0.23, -0.68], [0.37, 0.29, -0.19], [-0.27, 0.00, 0.25], [-0.10, 0.16, -0.05], [-0.36, -0.06, -0.12], [-0.06, -0.24, 0.04], [0.14, 0.14, -0.09], [-0.15, -0.15, 0.05], [0.16, -0.87, -0.04], [-0.52, 0.55, -0.24], [-0.04, 0.21, 0.37], [-0.02, 0.28, 0.44], [-0.08, -0.19, -0.18], [-0.13, 0.60, 0.28], [0.23, -0.26, -0.69], [-0.10, -0.21, -0.16], [-0.69, -0.52, 0.12], [0.18, -0.07, -0.24], [-0.01, -0.32, 0.90], [0.27, -0.38, -0.21], [0.50, 0.16, 0.53], [0.10, -0.06, -0.20], [0.17, -0.03, -0.13], [-0.09, 0.17, -0.01], [-0.09, 0.08, -0.21], [0.11, 0.09, 0.19], [0.22, -0.05, -0.01], [-0.09, -0.15, 0.10], [0.22, 0.00, 0.31], [0.11, 0.04, 0.05], [0.10, 0.11, -0.12], [0.05, 0.19, 0.03], [-0.13, 0.19, -0.09], [0.11, 0.11, 0.07], [-0.02, 0.10, -0.01], [0.10, -0.09, -0.26], [-0.06, 0.22, -0.02], [-0.05, -0.02, 0.10], [-0.16, -0.03, 0.07], [-0.11, -0.21, 0.14], [-0.02, 0.01, -0.01], [-0.07, 0.15, 0.02], [0.23, 0.11, 0.01], [-0.10, -0.15, 0.11], [0.02, -0.04, -0.19], [0.18, 0.02, 0.13], [0.17, 0.03, -0.02], [-0.08, -0.16, 0.19], [0.04, -0.09, -0.11], [-0.09, 0.00, 0.08], [0.02, 0.17, -0.09], [0.01, 0.16, 0.08], [-0.08, -0.03, -0.07], [-0.02, -0.01, 0.00]]}

=====

{"formula": "C5H15NO", "method": "wB97M-V/def2-TZVPD", "smiles": "CCC[C@H](C)N.O", "largest_force_ev_per_a": 2.97, "energy_ev": -8963.89102, "elements": ["O", "N", "C", "C", "C", "C", "C", "H", "H", "H", "H", "H", "H", "H", "H", "H", "H", "H", "H", "H", "H", "H"], "positions_angstrom": [[1.169340, 4.035704, 0.371064], [-1.609208, 0.287138, 1.787872], [0.856003, -1.790948, -0.583751], [2.130761, -1.113922, -1.284768], [-1.319387, -0.572430, 0.572344], [-1.656022, 0.349817, -0.676072], [0.184352, -1.155126, 0.665772], [2.152001, -1.504042, -2.371027], [-2.819245, 0.594307, -0.695541], [1.560231, 4.878076, 0.319320], [1.375339, -2.869493, -0.417013], [-1.399344, -0.030181, -1.679341], [0.127275, -1.968433, -1.357000], [-1.381225, 1.443729, -0.466312], [0.773586, -0.219292, 0.920486], [2.975351, -1.468351, -0.695221], [2.350024, 0.053181, -1.330745], [-1.934182, -1.446338, 0.588287], [0.290824, 4.217887, 0.070622], [-2.697602, 0.265628, 1.918213], [0.227595, -1.882729, 1.597971], [-1.356475, -0.104172, 2.744835]], "forces_ev_per_a": [[-0.14, -1.42, 0.22], [-2.45, -0.98, 1.24], [1.83, -1.43, -0.32], [-0.20, 1.28, -0.58], [1.43, 0.64, -0.01], [-2.24, 1.47, 1.28], [0.27, 1.11, 1.49], [0.30, 0.55, 1.79], [1.96, -1.21, 0.03], [1.14, 1.61, 0.02], [-1.80, 2.24, 0.19], [0.18, 0.24, 0.62], [-0.46, -0.04, -0.26], [0.70, -1.75, -0.47], [-0.35, -1.16, 0.04], [0.30, -0.13, -0.47], [-1.33, -2.21, 0.18], [-0.76, -0.55, -0.31], [-0.98, -0.20, -0.23], [2.47, 0.33, -0.64], [-0.13, 1.51, -1.86], [0.27, 0.10, -1.94]]}

=====

Copy entry 4 word for word.
{"formula": "C5H15NO", "method": "wB97M-V/def2-TZVPD", "smiles": "CCC[C@H](C)N.O", "largest_force_ev_per_a": 2.97, "energy_ev": -8963.89102, "elements": ["O", "N", "C", "C", "C", "C", "C", "H", "H", "H", "H", "H", "H", "H", "H", "H", "H", "H", "H", "H", "H", "H"], "positions_angstrom": [[1.169340, 4.035704, 0.371064], [-1.609208, 0.287138, 1.787872], [0.856003, -1.790948, -0.583751], [2.130761, -1.113922, -1.284768], [-1.319387, -0.572430, 0.572344], [-1.656022, 0.349817, -0.676072], [0.184352, -1.155126, 0.665772], [2.152001, -1.504042, -2.371027], [-2.819245, 0.594307, -0.695541], [1.560231, 4.878076, 0.319320], [1.375339, -2.869493, -0.417013], [-1.399344, -0.030181, -1.679341], [0.127275, -1.968433, -1.357000], [-1.381225, 1.443729, -0.466312], [0.773586, -0.219292, 0.920486], [2.975351, -1.468351, -0.695221], [2.350024, 0.053181, -1.330745], [-1.934182, -1.446338, 0.588287], [0.290824, 4.217887, 0.070622], [-2.697602, 0.265628, 1.918213], [0.227595, -1.882729, 1.597971], [-1.356475, -0.104172, 2.744835]], "forces_ev_per_a": [[-0.14, -1.42, 0.22], [-2.45, -0.98, 1.24], [1.83, -1.43, -0.32], [-0.20, 1.28, -0.58], [1.43, 0.64, -0.01], [-2.24, 1.47, 1.28], [0.27, 1.11, 1.49], [0.30, 0.55, 1.79], [1.96, -1.21, 0.03], [1.14, 1.61, 0.02], [-1.80, 2.24, 0.19], [0.18, 0.24, 0.62], [-0.46, -0.04, -0.26], [0.70, -1.75, -0.47], [-0.35, -1.16, 0.04], [0.30, -0.13, -0.47], [-1.33, -2.21, 0.18], [-0.76, -0.55, -0.31], [-0.98, -0.20, -0.23], [2.47, 0.33, -0.64], [-0.13, 1.51, -1.86], [0.27, 0.10, -1.94]]}

=====

What is the formula in the first record? C3H3ClN2OS